Record 1
This record from OMol25 describes a structure of composition C3H6NO3 at a distorted geometry. The level of theory is ωB97M-V with the def2-TZVPD basis set.

Each line ends with the natural charge from an NBO analysis.
Cartesian coordinates (Å):
C1 -1.046 0.302 1.085  -0.28
C2 -1.847 -0.345 -0.093  -0.03
O1 -1.424 0.021 -1.289  -0.87
N1 0.279 -0.338 1.089  -0.56
C3 1.144 -0.107 0.101  0.69
O2 1.953 -0.877 -0.406  -0.70
O3 1.263 1.230 -0.265  -0.72
H1 -0.895 1.367 0.911  0.19
H2 -1.601 0.096 1.987  0.17
H3 -2.924 -0.131 0.183  0.08
H4 -1.761 -1.450 0.142  0.08
H5 1.661 1.162 -1.145  0.48
H6 0.036 -0.759 -0.121  0.47

Cartesian forces, eV/Å:
C 0.5 0.7 -0.5
C -1.2 0.2 1.1
O 0.9 -0.5 0.0
N -2.0 -2.6 -1.7
C 3.1 3.3 -0.5
O 0.5 -0.7 0.0
O -0.2 0.0 -0.3
H -0.5 0.2 0.0
H 0.3 -0.1 0.6
H 0.2 0.2 -0.4
H -0.1 0.1 -0.1
H 0.0 0.2 0.2
H -1.4 -0.9 1.5

## Properties
Gap between HOMO and LUMO ... 7.54 eV
HOMO energy ... -3.47 eV
Energy above the lowest of the compared OMol25 structures with the same formula, charge and spin ... 488.0 kJ/mol
Max |F| ... 4.56 eV/Å
M ... 104.1 g mol⁻¹
Net charge ... -1

=====

Record 2
This record from OMol25 describes a structure of composition C15H26BiF6NO3P2 at a distorted geometry. The level of theory is ωB97M-V with the def2-TZVPD basis set.

Each line ends with the natural charge from an NBO analysis.
Cartesian coordinates (Å):
Bi1 0.822 -0.355 -0.267  1.44
P1 -1.158 0.459 -1.936  0.92
C1 -0.744 2.229 -1.719  -0.86
C2 -0.768 2.609 -0.267  0.27
N1 -0.148 1.761 0.602  -0.57
C3 -0.199 2.010 1.932  0.24
C4 -0.921 3.080 2.438  -0.24
C5 -1.539 3.966 1.562  -0.07
C6 -1.426 3.744 0.195  -0.24
C7 0.522 1.076 2.881  -0.76
P2 1.888 0.133 2.101  0.92
H1 -1.881 4.402 -0.543  0.26
H2 -0.975 3.198 3.517  0.25
H3 -2.110 4.810 1.935  0.26
H4 0.965 1.658 3.706  0.28
H5 -0.177 0.351 3.337  0.29
H6 0.340 2.423 -2.197  0.36
H7 -1.458 2.818 -2.314  0.27
H8 2.423 2.127 -2.266  0.50
O1 1.702 2.726 -2.727  -0.96
H9 1.791 2.623 -3.688  0.50
H10 2.926 0.623 -0.893  0.45
O2 3.384 1.371 -1.390  -0.91
H11 4.118 0.943 -1.868  0.52
C8 3.315 1.245 2.260  -0.94
H12 3.543 1.384 3.327  0.28
H13 4.189 0.797 1.767  0.27
H14 3.111 2.224 1.803  0.27
C9 2.199 -1.294 3.153  -0.95
H15 3.094 -1.813 2.784  0.28
H16 2.380 -0.959 4.184  0.27
H17 1.354 -1.996 3.121  0.29
C10 -2.771 0.255 -1.118  -0.97
H18 -3.550 0.161 -1.891  0.27
H19 -2.772 -0.653 -0.497  0.27
H20 -3.010 1.123 -0.486  0.26
C11 -1.543 0.273 -3.702  -0.92
H21 -1.568 -0.797 -3.955  0.27
H22 -2.531 0.716 -3.898  0.27
H23 -0.779 0.766 -4.319  0.27
C12 -0.729 -3.442 -1.391  -0.66
C13 -0.555 -3.245 0.101  0.11
O3 -0.445 -1.920 0.542  -0.86
C14 -1.827 -3.814 0.860  0.97
F1 -2.057 -5.135 0.590  -0.30
F2 -1.746 -3.672 2.201  -0.30
F3 -2.935 -3.124 0.449  -0.32
C15 0.731 -4.036 0.544  0.96
F4 0.762 -5.319 0.090  -0.29
F5 1.845 -3.408 0.017  -0.35
F6 0.910 -4.063 1.887  -0.31
H24 -1.558 -2.822 -1.754  0.23
H25 -0.940 -4.498 -1.597  0.28
H26 0.194 -3.158 -1.913  0.22

Cartesian forces, eV/Å:
Bi -0.7 -1.6 -0.9
P -1.3 1.1 0.3
C 0.6 0.2 -0.4
C 0.0 -0.3 -0.2
N -0.1 -0.1 -0.1
C 0.0 -0.1 0.0
C 0.2 -0.1 0.1
C 0.1 -0.1 -0.2
C -0.1 -0.2 -0.1
C 0.1 -0.2 0.4
P -0.5 0.4 1.7
H 0.1 -0.1 0.3
H 0.0 0.1 -0.2
H 0.1 -0.1 0.0
H -0.3 -0.2 -0.2
H 0.2 0.3 -0.2
H -1.8 -0.3 0.8
H 0.1 0.0 0.3
H -1.3 1.4 -1.2
O 1.8 -1.0 -0.1
H 0.1 0.2 0.3
H 1.4 1.4 -1.1
O -0.1 -1.9 1.1
H -0.1 0.2 0.2
C 0.3 0.0 -0.4
H -0.1 -0.1 -0.3
H -0.2 0.2 0.2
H 0.0 -0.3 0.1
C 0.1 -0.3 0.1
H -0.2 0.1 0.1
H -0.1 -0.1 -0.3
H 0.2 0.3 0.0
C -0.4 -0.4 0.2
H 0.2 0.0 0.3
H -0.1 0.3 -0.2
H 0.1 -0.3 -0.2
C 0.5 -0.4 -0.3
H -0.1 0.3 0.0
H 0.4 -0.1 0.1
H -0.2 -0.2 0.2
C -0.1 0.2 -0.2
C 0.1 -0.9 0.7
O 0.7 1.4 -0.1
C -0.9 -0.5 0.3
F 0.6 1.6 0.2
F 0.1 0.0 -1.1
F 1.1 -0.5 0.2
C 0.4 -1.0 0.2
F -0.2 1.6 0.5
F -0.8 -0.1 0.3
F -0.2 0.1 -1.1
H 0.1 -0.2 0.1
H 0.0 0.3 -0.1
H -0.1 -0.1 0.0

## Properties
Gap between HOMO and LUMO ... 7.30 eV
HOMO energy ... -15.13 eV
Max |F| ... 2.26 eV/Å
M ... 653.3 g mol⁻¹
Net charge ... +2

=====

Record 3
This record from OMol25 describes the molecule C3H4N2OP2 at a distorted geometry. The level of theory is ωB97M-V with the def2-TZVPD basis set.

Each line ends with the natural charge from an NBO analysis.
Cartesian coordinates (Å):
C1 -0.780 -1.568 -1.053  -0.33
C2 0.027 -1.437 0.031  -0.59
P1 0.244 -0.294 1.315  0.95
P2 -0.828 2.069 1.075  1.27
N1 -1.153 0.582 1.052  -1.26
N2 0.809 2.040 0.857  -1.07
C3 1.015 0.746 -0.043  0.48
O1 1.225 0.529 -1.185  -0.49
H1 -0.715 -2.514 -1.506  0.21
H2 -1.442 -0.752 -1.323  0.21
H3 0.541 -2.362 0.391  0.21
H4 1.057 2.961 0.388  0.40

Cartesian forces, eV/Å:
C 1.4 1.2 2.8
C -1.3 -4.5 -0.5
P 0.4 -0.7 -1.1
P -1.3 2.6 0.0
N -1.7 -1.2 1.4
N 2.2 2.3 -3.4
C 0.1 0.4 1.8
O 0.7 1.8 0.8
H -0.4 -0.7 -1.1
H 0.0 -0.3 -0.3
H -0.1 0.3 -1.0
H 0.1 -1.2 0.8

## Properties
Gap between HOMO and LUMO ... 9.00 eV
HOMO energy ... -9.16 eV
Energy above the lowest of the compared OMol25 structures with the same formula, charge and spin ... 97.1 kJ/mol
Max |F| ... 4.74 eV/Å
SMILES ... C=C[P@@]12=P(=N1)NC2=O
M ... 146.0 g mol⁻¹
Net charge ... 0

=====

- What is the gap between HOMO and LUMO in the second record?
  7.30 eV